DFT (the ωB97M-V functional and the def2-TZVPD basis) results for a structure of composition C51H56Ge2N2O7P3RuS2.

Last column: Löwdin spin population.
Geometry (Å):
Ru (-0.47, -0.41, 0.07)  0.921
O (0.26, 0.47, 3.49)  0.000
P (-0.77, -0.74, 3.30)  0.003
O (-1.66, -0.91, 4.45)  0.001
O (-1.42, -0.64, 1.91)  0.014
O (0.26, -2.02, 3.20)  0.000
P (1.59, -1.93, 2.29)  0.000
O (2.21, -3.42, 2.43)  0.000
O (2.51, -0.92, 2.88)  0.000
O (1.12, -1.80, 0.87)  0.002
H (1.20, 0.18, 3.49)  0.000
H (2.73, -3.45, 3.23)  0.000
C (-3.13, -5.54, 0.90)  0.001
C (-4.00, -4.92, 0.01)  0.000
C (-3.72, -3.65, -0.45)  0.001
C (-2.57, -3.00, -0.03)  0.001
C (-1.68, -3.62, 0.82)  0.000
C (-1.97, -4.89, 1.29)  0.000
N (-2.25, -1.65, -0.45)  0.003
N (-3.12, -1.14, -1.17)  -0.005
C (-2.81, 0.18, -1.55)  0.004
C (-3.73, 0.80, -2.40)  -0.003
C (-3.50, 2.10, -2.80)  0.009
C (-2.35, 2.74, -2.35)  -0.002
C (-1.45, 2.10, -1.51)  0.006
C (-1.65, 0.79, -1.08)  -0.015
H (-3.35, -6.54, 1.26)  0.000
H (-4.89, -5.43, -0.32)  0.000
H (-4.39, -3.14, -1.14)  0.000
H (-0.78, -3.11, 1.11)  0.000
H (-1.28, -5.37, 1.97)  0.000
H (-4.60, 0.25, -2.72)  0.000
H (-4.20, 2.61, -3.45)  0.001
H (-2.15, 3.77, -2.65)  0.000
H (-0.56, 2.65, -1.21)  0.000
C (0.86, 1.19, 0.46)  0.004
Ge (0.32, 2.74, 1.54)  0.007
C (1.76, 2.98, 2.86)  0.001
C (3.07, 3.10, 2.39)  0.000
C (4.15, 3.24, 3.26)  0.000
C (3.93, 3.27, 4.63)  0.000
C (2.64, 3.12, 5.12)  0.000
C (1.57, 2.98, 4.24)  0.000
C (-1.44, 2.89, 2.40)  0.001
C (-1.59, 3.80, 3.45)  0.000
C (-2.82, 4.01, 4.05)  0.000
C (-3.94, 3.31, 3.61)  0.000
C (-3.81, 2.42, 2.55)  0.000
C (-2.57, 2.21, 1.95)  0.000
C (0.28, 4.49, 0.55)  0.001
C (-0.92, 4.94, -0.01)  0.000
C (-1.03, 6.20, -0.60)  0.000
C (0.06, 7.05, -0.62)  0.000
C (1.26, 6.64, -0.05)  0.000
C (1.36, 5.38, 0.53)  0.001
H (1.53, 0.69, 1.16)  0.000
H (3.27, 3.05, 1.32)  0.000
H (5.15, 3.33, 2.86)  0.000
H (4.77, 3.38, 5.31)  0.000
H (2.47, 3.10, 6.19)  0.000
H (0.58, 2.82, 4.65)  0.000
H (-0.74, 4.38, 3.78)  0.000
H (-2.91, 4.72, 4.87)  0.000
H (-4.90, 3.46, 4.08)  0.000
H (-4.67, 1.86, 2.20)  0.000
H (-2.49, 1.50, 1.14)  0.000
H (-1.80, 4.30, 0.00)  0.000
H (-1.97, 6.51, -1.03)  0.000
H (-0.02, 8.04, -1.07)  0.000
H (2.12, 7.29, -0.06)  0.000
H (2.30, 5.08, 0.97)  0.000
C (2.50, 1.14, -5.79)  0.000
C (1.68, 2.30, -5.23)  0.000
C (1.97, 2.58, -3.75)  0.000
C (1.70, 1.38, -2.85)  0.000
Ge (2.11, 1.73, -0.96)  0.006
C (3.76, 0.76, -0.55)  0.002
C (5.05, 1.12, -1.30)  0.001
C (5.95, 2.13, -0.58)  0.000
C (5.53, 3.59, -0.78)  0.000
H (2.43, 1.11, -6.88)  0.000
H (2.15, 0.17, -5.42)  0.000
H (3.55, 1.24, -5.52)  0.000
H (0.62, 2.08, -5.33)  0.000
H (1.88, 3.20, -5.81)  0.000
H (1.35, 3.43, -3.43)  0.000
H (3.01, 2.91, -3.65)  0.000
H (2.31, 0.52, -3.14)  0.000
H (0.67, 1.06, -2.95)  0.000
H (2.34, 3.27, -0.92)  0.001
H (3.47, -0.25, -0.80)  0.000
H (3.91, 0.76, 0.54)  0.000
H (4.82, 1.51, -2.30)  0.000
H (5.62, 0.20, -1.47)  0.000
H (6.98, 2.01, -0.93)  0.000
H (5.95, 1.90, 0.49)  0.000
H (5.60, 3.87, -1.83)  0.000
H (6.16, 4.27, -0.20)  0.000
H (4.49, 3.75, -0.48)  0.000
S (0.83, -3.50, -5.00)  0.002
P (1.12, -3.31, -3.06)  0.005
S (0.22, -1.68, -2.28)  0.022
C (2.91, -3.29, -2.66)  0.000
C (3.82, -3.91, -3.51)  0.000
C (5.17, -3.92, -3.19)  0.000
C (5.62, -3.30, -2.03)  0.000
C (4.71, -2.69, -1.18)  0.000
C (3.36, -2.68, -1.50)  0.000
C (0.65, -4.89, -2.23)  0.001
C (1.34, -5.35, -1.11)  0.000
C (1.02, -6.58, -0.56)  0.000
C (0.00, -7.35, -1.10)  0.000
C (-0.72, -6.87, -2.19)  0.000
C (-0.39, -5.65, -2.75)  0.000
H (3.46, -4.37, -4.42)  0.000
H (5.88, -4.39, -3.86)  0.000
H (6.68, -3.30, -1.79)  0.000
H (5.04, -2.21, -0.27)  0.000
H (2.64, -2.21, -0.84)  0.000
H (2.12, -4.76, -0.67)  0.000
H (1.57, -6.94, 0.31)  0.000
H (-0.25, -8.31, -0.66)  0.000
H (-1.53, -7.46, -2.60)  0.000
H (-0.92, -5.28, -3.63)  0.000

Results
LUMO (spin up / spin down) = 4.04 / 4.04 eV
multiplicity = 2
molecular weight = 1212.36 g/mol
net charge = -2
highest occupied orbital energy (spin up / spin down) = -3.004 / -3.106 eV
expectation value of S² = 0.768
total energy = -8682.79144 hartree
HOMO-LUMO gap (spin up / spin down) = 7.04 / 7.15 eV



DFT (the ωB97M-V functional and the def2-TZVPD basis) results for a cluster of 6 separate species, C51H58ClFN7O16 in total.

Last column: Mulliken charge in e.
Geometry (Å):
C (0.86, -2.11, -0.14)  -0.476
C (-0.72, -2.17, -0.18)  0.051
O (-1.33, -1.42, 0.90)  -0.343
C (-2.75, -1.56, 0.73)  -0.569
C (-3.55, -0.31, 1.26)  -0.573
O (-3.51, 0.85, 0.38)  -0.312
C (-4.06, 0.60, -0.84)  0.716
O (-4.82, -0.29, -1.11)  -0.511
C (-3.70, 1.60, -2.00)  -0.205
C (-4.80, 2.31, -2.72)  0.136
C (-6.31, 2.08, -2.41)  -0.911
C (-6.70, 2.22, -0.88)  -0.934
C (-7.58, 0.98, -0.47)  0.713
C (-7.62, 0.69, 1.08)  -1.397
C (-9.04, 1.25, -1.05)  -1.393
C (-4.40, 3.26, -3.77)  0.139
Cl (-5.64, 4.20, -4.66)  -0.123
N (-3.06, 3.47, -4.10)  0.381
O (-2.84, 4.39, -5.09)  -0.228
N (-2.64, 5.67, -4.55)  0.277
O (-2.37, 6.36, -5.45)  -0.209
C (-2.02, 2.80, -3.48)  0.843
C (-0.53, 3.06, -3.90)  -0.563
O (-0.33, 3.19, -5.30)  -0.377
C (-0.65, 1.99, -6.02)  -0.121
C (0.41, 0.82, -5.80)  -0.890
C (-2.28, 1.84, -2.38)  -0.803
C (-1.10, 1.11, -1.64)  1.841
F (-0.36, 0.28, -2.51)  -0.373
C (-0.22, 2.19, -0.88)  -0.755
C (1.33, 1.88, -0.92)  -0.405
H (1.23, -3.02, 0.40)  0.373
H (1.28, -1.19, 0.34)  -0.377
H (1.24, -2.15, -1.20)  0.260
H (-1.03, -3.25, -0.18)  0.388
H (-1.03, -1.76, -1.19)  0.071
H (-3.08, -2.43, 1.38)  0.488
H (-3.02, -1.85, -0.32)  0.383
H (-3.03, 0.00, 2.21)  0.433
H (-4.59, -0.58, 1.59)  0.383
H (-6.54, 1.01, -2.72)  0.335
H (-7.00, 2.72, -3.01)  0.585
H (-5.80, 2.38, -0.21)  0.395
H (-7.35, 3.14, -0.78)  0.525
H (-7.25, 0.02, -0.96)  0.237
H (-7.88, -0.41, 1.19)  0.334
H (-8.46, 1.23, 1.61)  0.367
H (-6.63, 0.82, 1.59)  0.241
H (-9.43, 2.22, -0.62)  0.359
H (-9.74, 0.40, -0.85)  0.389
H (-8.98, 1.34, -2.18)  0.294
H (0.20, 2.32, -3.50)  0.092
H (-0.24, 4.06, -3.45)  0.298
H (-0.56, 2.25, -7.11)  0.387
H (-1.72, 1.64, -5.88)  0.227
H (0.24, 0.25, -4.85)  0.089
H (0.21, 0.09, -6.64)  0.410
H (1.43, 1.27, -5.88)  0.271
H (-1.49, 0.42, -0.83)  -0.877
H (-0.52, 2.16, 0.21)  0.415
H (-0.46, 3.23, -1.25)  0.369
H (1.63, 1.76, -1.99)  0.243
H (1.91, 2.68, -0.38)  0.398
H (1.51, 0.94, -0.32)  -0.248
C (2.38, 2.72, 5.20)  -0.422
C (3.73, 2.49, 4.93)  -0.469
C (4.08, 1.66, 3.87)  -0.481
C (3.09, 1.08, 3.09)  -0.185
C (1.75, 1.31, 3.36)  -0.143
C (1.40, 2.13, 4.42)  -0.589
N (3.47, 0.23, 1.96)  1.022
O (4.65, 0.04, 1.76)  -0.616
O (2.56, -0.24, 1.28)  -0.745
H (2.11, 3.37, 6.02)  0.370
H (4.49, 2.95, 5.54)  0.425
H (5.13, 1.48, 3.67)  0.489
H (0.97, 0.85, 2.76)  0.724
H (0.35, 2.31, 4.64)  0.434
C (6.22, -5.50, 0.56)  -0.677
C (5.92, -4.31, -0.10)  -0.477
C (4.85, -4.26, -0.98)  -0.295
C (4.08, -5.40, -1.20)  0.030
C (4.38, -6.59, -0.55)  -0.488
C (5.45, -6.64, 0.33)  -0.294
N (2.94, -5.34, -2.11)  1.044
O (2.72, -4.28, -2.68)  -0.613
O (2.27, -6.35, -2.25)  -0.611
H (7.05, -5.54, 1.25)  0.420
H (6.52, -3.43, 0.08)  0.413
H (4.62, -3.33, -1.49)  0.462
H (3.79, -7.48, -0.72)  0.449
H (5.69, -7.56, 0.85)  0.717
C (0.78, -2.18, 9.60)  -0.390
C (1.52, -1.58, 10.60)  -0.464
C (2.13, -0.35, 10.38)  -0.373
C (1.98, 0.27, 9.14)  0.012
C (1.24, -0.33, 8.13)  -0.118
C (0.64, -1.56, 8.36)  -0.518
N (2.59, 1.58, 8.91)  0.925
O (3.25, 2.06, 9.81)  -0.587
O (2.41, 2.10, 7.82)  -0.556
H (0.30, -3.14, 9.78)  0.375
H (1.63, -2.06, 11.56)  0.377
H (2.71, 0.11, 11.17)  0.444
H (1.12, 0.15, 7.16)  0.484
H (0.06, -2.03, 7.58)  0.379
C (-2.58, 8.75, -7.41)  -0.187
C (-1.79, 9.28, -6.39)  -0.197
C (-1.16, 10.51, -6.57)  -0.419
C (-1.34, 11.19, -7.77)  -0.051
C (-2.12, 10.66, -8.79)  -0.314
C (-2.74, 9.43, -8.60)  -0.586
N (-0.70, 12.50, -7.95)  1.000
O (-0.01, 12.92, -7.04)  -0.593
O (-0.91, 13.09, -9.00)  -0.593
H (-3.07, 7.79, -7.26)  0.343
H (-1.66, 8.74, -5.46)  0.372
H (-0.55, 10.91, -5.78)  0.434
H (-2.26, 11.19, -9.72)  0.446
H (-3.36, 9.01, -9.39)  0.373
C (5.07, -12.99, 3.70)  -0.412
C (5.82, -12.39, 4.70)  -0.436
C (6.43, -11.16, 4.47)  -0.348
C (6.28, -10.55, 3.24)  0.136
C (5.54, -11.15, 2.22)  -0.224
C (4.93, -12.38, 2.46)  -0.489
N (6.90, -9.25, 3.00)  0.968
O (7.56, -8.76, 3.90)  -0.591
O (6.72, -8.72, 1.91)  -0.654
H (4.59, -13.95, 3.88)  0.373
H (5.92, -12.87, 5.67)  0.370
H (7.01, -10.70, 5.26)  0.436
H (5.43, -10.68, 1.26)  0.428
H (4.35, -12.85, 1.68)  0.369

Results
LUMO = -4.68 eV
multiplicity = 1
molecular weight = 1079.51 g/mol
net charge = +1
highest occupied orbital energy = -10.961 eV
total energy = -4124.39695 hartree
HOMO-LUMO gap = 6.28 eV